Entry 1:
This record from the OMol25 dataset describes a molecular structure, C11H20F6FeN5O4S2. The level of theory is the ωB97M-V functional and the def2-TZVPD basis.

Atoms and positions in Å:
Fe  -0.128  -0.071  0.164
C  -1.132  0.583  3.017
C  -1.027  1.900  2.217
N  0.096  1.846  1.264
C  1.420  1.997  1.891
C  2.459  1.151  1.173
N  1.950  -0.201  0.875
C  1.966  -1.167  1.987
C  0.814  -0.946  2.966
N  -0.475  -0.560  2.322
H  -0.686  0.697  4.005
H  -2.183  0.353  3.184
H  -1.932  2.044  1.635
H  -0.942  2.747  2.903
H  -0.034  2.553  0.549
H  1.739  3.042  1.893
H  1.339  1.711  2.938
H  2.703  1.613  0.216
H  3.378  1.108  1.766
H  2.504  -0.581  0.116
H  1.885  -2.158  1.547
H  2.913  -1.136  2.535
H  0.687  -1.847  3.569
H  1.077  -0.161  3.670
H  -1.102  -1.355  2.340
F  -3.473  3.430  0.020
C  -2.678  3.312  -1.037
F  -3.131  4.045  -2.032
F  -1.455  3.737  -0.696
S  -2.624  1.544  -1.540
O  -2.064  0.865  -0.359
O  -3.942  1.220  -1.942
N  -1.590  1.580  -2.749
S  -0.251  0.810  -2.542
O  0.666  1.376  -1.552
O  -0.419  -0.618  -2.328
C  0.542  1.007  -4.189
F  0.772  2.282  -4.437
F  1.692  0.343  -4.143
F  -0.235  0.489  -5.120
C  -0.294  -5.229  -1.932
C  0.498  -3.932  -2.111
C  0.300  -3.004  -0.999
N  0.107  -2.253  -0.153
H  -0.108  -5.875  -2.787
H  -1.362  -5.028  -1.878
H  0.009  -5.758  -1.030
H  0.184  -3.385  -3.003
H  1.569  -4.119  -2.202

Output
* LUMO energy (alpha / beta): -2.3 / -2.5 eV
* total charge: +1
* energy relative to the best compared isomer or geometry (same formula, charge and spin): 0.0000 eV
* spin multiplicity: 5

Mulliken population analysis, charges in e, atoms 1 to 8:
1. Fe 1.0281
2. C -0.9119
3. C -0.2890
4. N -0.1043
5. C -0.7635
6. C -0.9337
7. N -0.1221
8. C -0.8622

***

Entry 2:
This record from the OMol25 dataset describes 5 unconnected molecules or ions with the total composition C11H20I2N5O10 in a non-equilibrium geometry. The level of theory is the ωB97M-V functional and the def2-TZVPD basis.

Atoms and positions in Å:
C  3.476  0.687  1.141
C  2.966  -0.535  1.169
C  2.187  -1.958  1.378
C  0.747  -1.821  0.659
C  -0.523  -2.140  1.602
C  -1.947  -1.991  0.795
I  -3.370  -3.448  1.672
N  2.961  -3.015  0.638
I  4.620  -3.619  1.771
C  2.136  -2.228  2.971
O  1.669  -3.283  3.546
O  2.704  -1.232  3.821
H  3.823  1.746  1.452
H  0.710  -2.570  -0.226
H  0.613  -0.751  0.223
H  -0.465  -3.260  1.927
H  -0.515  -1.532  2.578
H  -1.816  -2.152  -0.341
H  -2.424  -0.939  0.955
H  2.389  -3.863  0.470
C  -4.088  1.975  -0.308
N  -2.928  1.748  0.594
O  -3.160  1.283  1.704
O  -1.824  2.042  0.157
H  -4.998  1.671  0.207
H  -4.116  3.039  -0.545
H  -3.932  1.374  -1.203
C  -7.611  0.034  -2.373
N  -6.186  -0.008  -1.950
O  -5.340  0.226  -2.804
O  -5.966  -0.274  -0.777
H  -7.656  0.281  -3.433
H  -8.038  -0.951  -2.187
H  -8.108  0.800  -1.777
C  3.879  5.597  1.529
N  5.129  4.855  1.218
O  5.098  3.638  1.320
O  6.099  5.523  0.883
H  3.106  4.882  1.809
H  4.095  6.275  2.354
H  3.590  6.145  0.632
C  3.905  -1.565  -3.417
N  2.496  -1.983  -3.200
O  1.641  -1.108  -3.225
O  2.297  -3.180  -3.013
H  3.933  -0.486  -3.570
H  4.471  -1.843  -2.528
H  4.271  -2.089  -4.301

Output
* LUMO energy: 1.2 eV
* total charge: -1
* energy relative to the best compared isomer or geometry (same formula, charge and spin): 3.0704 eV
* spin multiplicity: 1

Mulliken population analysis, charges in e, atoms 1 to 8:
1. C -0.5842
2. C -0.2474
3. C 1.7748
4. C -1.1176
5. C -0.3611
6. C -0.4747
7. I -0.0615
8. N -0.8766

***

Entry 3:
This record from the OMol25 dataset describes a molecular structure, C11H20IrN4O3. The level of theory is the ωB97M-V functional and the def2-TZVPD basis.

Atoms and positions in Å:
Ir  -0.587  -0.545  0.752
C  -1.934  -3.839  -2.466
N  -1.701  -2.438  -2.861
C  -1.854  -2.174  -4.304
C  -1.384  -1.538  -2.003
O  -1.210  -1.820  -0.751
C  -1.211  -0.091  -2.440
O  -1.020  0.674  -1.225
C  -1.542  1.989  -1.197
C  -1.966  2.235  0.229
O  -1.704  1.429  1.097
N  -2.681  3.418  0.581
C  -3.223  3.570  1.907
C  -2.903  4.479  -0.371
H  -2.911  -4.147  -2.833
H  -1.190  -4.478  -2.937
H  -1.888  -3.956  -1.392
H  -2.873  -2.403  -4.611
H  -1.615  -1.154  -4.577
H  -1.191  -2.838  -4.855
H  -0.336  0.028  -3.078
H  -2.096  0.260  -2.969
H  -0.771  2.717  -1.480
H  -2.393  2.102  -1.875
H  -3.154  2.660  2.488
H  -2.681  4.388  2.414
H  -4.258  3.931  1.830
H  -2.315  4.376  -1.277
H  -3.979  4.517  -0.616
H  -2.691  5.441  0.114
N  1.808  -2.029  4.075
C  0.924  -3.022  4.039
C  0.005  -2.674  2.969
N  0.389  -1.505  2.427
C  1.496  -1.121  3.113
H  2.600  -1.960  4.721
H  0.937  -3.884  4.700
H  -0.856  -3.242  2.640
H  2.073  -0.222  2.932

Output
* LUMO energy (alpha / beta): -12.6 / -16.7 eV
* total charge: +4
* spin multiplicity: 6

Mulliken population analysis, charges in e, atoms 1 to 8:
1. Ir 1.2774
2. C -0.8773
3. N 0.0047
4. C -0.9337
5. C 1.0846
6. O -0.9048
7. C -0.8557
8. O -0.3369

***

Entry 4:
This record from the OMol25 dataset describes a molecular structure, C11H20IrN4O5S3 in a non-equilibrium geometry. The level of theory is the ωB97M-V functional and the def2-TZVPD basis.

Atoms and positions in Å:
Ir  0.289  0.536  0.065
O  -0.774  0.570  2.335
C  -0.741  -0.663  3.059
C  0.565  -1.388  2.746
N  0.625  -1.911  1.382
C  -0.462  -2.718  0.966
C  -1.746  -1.910  0.293
O  -2.734  -2.573  0.192
O  -1.507  -0.729  -0.015
C  1.920  -2.278  0.895
C  2.248  -1.805  -0.605
O  3.236  -2.257  -1.113
O  1.412  -1.006  -1.102
H  -1.697  0.852  2.283
H  -1.605  -1.285  2.815
H  -0.777  -0.441  4.132
H  0.696  -2.207  3.468
H  1.389  -0.679  2.879
H  -0.923  -3.276  1.787
H  -0.169  -3.402  0.169
H  2.052  -3.363  0.850
H  2.712  -1.843  1.507
C  4.797  0.660  2.364
N  3.732  1.413  2.986
C  2.616  1.840  2.429
N  1.686  2.452  3.157
S  2.366  1.672  0.723
H  5.756  1.098  2.634
H  4.706  0.679  1.282
H  4.778  -0.373  2.717
H  3.885  1.625  3.967
H  1.854  2.720  4.117
H  0.883  2.866  2.707
S  -0.176  1.517  -2.140
C  0.250  0.200  -3.139
N  1.319  0.190  -3.906
C  1.621  -1.040  -4.607
C  0.332  -1.856  -4.648
S  -0.737  -1.201  -3.314
H  2.006  0.931  -3.876
H  2.413  -1.569  -4.064
H  1.977  -0.820  -5.615
H  0.493  -2.918  -4.474
H  -0.214  -1.729  -5.584

Output
* LUMO energy (alpha / beta): -8.7 / -9.7 eV
* total charge: +2
* spin multiplicity: 2

Mulliken population analysis, charges in e, atoms 1 to 8:
1. Ir 1.9097
2. O -0.4635
3. C -0.5749
4. C -0.3928
5. N 0.0119
6. C -0.8142
7. C 0.4776
8. O -0.5225

***

Entry 5:
This record from the OMol25 dataset describes 4 unconnected molecules or ions with the total composition C11H20NO10S in a non-equilibrium geometry. The level of theory is the ωB97M-V functional and the def2-TZVPD basis.

Atoms and positions in Å:
N  -0.572  -0.926  -1.646
O  0.613  -1.271  -1.449
O  -1.508  -1.549  -1.091
O  -0.825  0.055  -2.368
O  4.473  -1.731  -1.436
C  4.344  -2.200  -0.356
O  5.419  -2.647  0.356
C  5.025  -3.321  1.558
C  3.512  -3.103  1.730
C  3.057  -2.482  0.397
H  5.576  -2.913  2.402
H  5.212  -4.383  1.408
H  3.186  -2.503  2.575
H  3.047  -4.084  1.855
H  2.412  -1.622  0.557
H  2.464  -3.118  -0.261
O  -7.180  1.359  -1.951
C  -6.098  0.936  -1.672
O  -4.968  1.487  -2.160
C  -3.813  0.661  -1.805
C  -4.269  -0.118  -0.568
C  -5.756  -0.264  -0.814
H  -3.000  1.334  -1.575
H  -3.618  -0.013  -2.633
H  -4.065  0.512  0.299
H  -3.757  -1.068  -0.455
H  -6.437  -0.291  0.035
H  -6.033  -1.121  -1.439
O  3.067  2.366  1.211
S  2.242  2.162  0.056
O  2.389  1.021  -0.759
O  0.713  2.257  0.522
C  0.365  1.575  1.714
C  -1.108  1.809  1.938
C  2.245  3.615  -0.924
H  0.943  1.908  2.584
H  0.568  0.500  1.655
H  -1.542  1.211  2.736
H  -1.634  1.483  1.035
H  -1.276  2.874  2.092
H  3.220  3.674  -1.389
H  1.917  4.441  -0.299
H  1.453  3.489  -1.665

Output
* LUMO energy: 2.5 eV
* total charge: -1
* energy relative to the best compared isomer or geometry (same formula, charge and spin): 0.3644 eV
* spin multiplicity: 1

Mulliken population analysis, charges in e, atoms 1 to 8:
1. N 1.0026
2. O -0.6608
3. O -0.6827
4. O -0.6505
5. O -0.5474
6. C 0.4967
7. O -0.4068
8. C -0.3589

***

Number 1: calculated total energy -99729.599 eV. Number 2: calculated total energy -55842.444 eV. Number 3: calculated total energy -26624.326 eV. Number 4: calculated total energy -63256.516 eV. Number 5: calculated total energy -44530.027 eV.